A molecular structure, CH21O10. Source: the OMol25 dataset; level of theory: the ωB97M-V functional and the def2-TZVPD basis.

ORCA input file:
```
! wB97M-V def2-TZVPD RIJCOSX def2/J DEFGRID3
* xyz -1 1
C 0.0617 -0.5267 0.0354
O -0.0086 0.7598 -0.4790
H -0.8821 -1.0500 -0.1181
H 0.8018 -1.2289 -0.3483
H 0.4285 -0.4677 1.0602
O -2.8299 -2.3627 -0.5130
H -3.2820 -2.5861 -1.3266
H -2.1313 -1.7665 -0.7827
O 0.1157 -1.9863 2.4188
H -0.3544 -1.2107 2.1126
H 1.0283 -1.7045 2.4818
O 1.7150 1.8222 0.5086
H 1.7037 1.8112 1.4656
H 0.9529 1.3023 0.2536
O -2.1688 0.8209 -1.2609
H -1.3131 0.5082 -0.9672
H -2.6508 0.9957 -0.4527
O -0.7761 0.2026 2.4818
H -0.8420 0.9847 3.0297
H -0.5826 0.5383 1.6065
O -0.8419 2.2020 0.6316
H -0.7060 3.0177 0.1496
H -0.4820 1.5231 0.0608
O 3.1447 -2.3233 -0.2525
H 2.2507 -2.3517 0.0883
H 3.5376 -3.1472 0.0355
O 1.9901 0.1959 -2.2555
H 2.3697 -0.6816 -2.3024
H 1.1420 0.0681 -1.8305
O -0.7871 2.4306 -1.8739
H 0.0473 2.5569 -2.3257
H -0.6511 1.6538 -1.3314
*
```

gap between HOMO and LUMO = 8.36 eV
energy relative to the best compared isomer or geometry (same formula, charge and spin) = 172.0 kcal per mole
calculated total energy = -802.891469 Eh



11 unconnected molecules or ions with the total composition CH21O13. Source: the OMol25 dataset; level of theory: the ωB97M-V functional and the def2-TZVPD basis.

ORCA input file:
```
! wB97M-V def2-TZVPD RIJCOSX def2/J DEFGRID3
* xyz -1 1
C -0.3002 0.2071 0.4507
O -1.1394 0.3208 -0.4738
O 0.9548 0.6357 0.1686
O -0.5388 -0.4451 1.4185
H 0.7897 0.9662 -0.7124
O -1.8577 -1.4521 3.2917
H -1.1282 -0.9938 2.8302
H -2.3602 -0.5500 3.3864
O 1.8059 3.1418 -2.5103
H 1.1143 3.5926 -2.8640
H 1.8862 2.2861 -2.8746
O 0.0977 0.5554 3.6087
H 0.0102 0.3292 2.6658
H 0.0487 1.6050 3.5865
O 1.7961 0.1184 -2.8103
H 1.2122 -0.3411 -3.6287
H 2.7233 0.0755 -3.0989
O 3.1207 0.0675 1.9753
H 2.2878 0.1196 1.4551
H 3.5521 0.9222 2.3682
O -1.0543 3.0078 -0.1049
H -1.0044 3.2033 -1.0181
H -0.8001 2.1929 0.1994
O -0.3424 -3.2727 0.5658
H -0.3042 -2.3556 1.1268
H 0.4098 -3.7101 1.0093
O 1.5238 -2.3536 -1.6186
H 1.4429 -1.4056 -1.6937
H 0.8230 -2.5470 -1.1136
O -3.4280 -0.4153 0.2913
H -2.3787 -0.2052 0.2238
H -3.7163 0.4010 0.0008
O -1.4467 -1.5453 -2.1696
H -1.3665 -0.8646 -1.5229
H -2.4331 -1.2911 -2.4083
*
```

gap between HOMO and LUMO = 8.88 eV
energy relative to the best compared isomer or geometry (same formula, charge and spin) = 102.1 kcal per mole
calculated total energy = -1028.822516 Eh



A molecular structure, CH24F3LiO19PSZr. Source: the OMol25 dataset; level of theory: the ωB97M-V functional and the def2-TZVPD basis.

ORCA input file:
```
! wB97M-V def2-TZVPD RIJCOSX def2/J DEFGRID3
* xyz 2 2
Li -0.6610 -3.2995 0.8156
Zr 0.3074 1.7268 -1.2827
C 4.3657 0.0178 -0.1117
F 5.1758 -0.1951 0.9716
F 5.1188 -0.1960 -1.2558
F 3.3178 -0.8975 -0.0668
S 3.7411 1.8778 -0.3002
O 2.3961 1.8310 -0.8926
O 3.7784 2.3681 1.0851
O 4.6840 2.5690 -1.2034
P -0.3814 -0.2661 0.1194
O -0.9637 -1.4775 0.9674
O 0.3095 -0.3655 -1.2175
O 0.4679 0.8090 0.6731
O -1.3691 0.7106 -0.5119
O -3.4179 0.0168 -2.0956
H -2.7374 0.3015 -1.4856
H -4.2401 0.2368 -1.6577
O -3.3416 -2.1865 0.1472
H -3.8235 -1.4250 -0.1753
H -2.5114 -1.8292 0.4624
O 0.6910 3.4538 0.3145
H 0.8839 3.4332 1.2519
H 0.9277 4.3398 0.0402
O -1.2958 -3.9825 2.6618
H -1.7208 -4.6075 3.2491
H -0.7918 -3.4121 3.2424
O 0.8994 0.5927 3.1982
H 0.2797 -0.1302 3.2967
H 0.8638 0.8141 2.2676
O -0.8293 1.3389 -3.1115
H -1.2594 0.5358 -3.4051
H -1.0394 1.9842 -3.7865
O -1.4279 3.2569 -1.2497
H -2.2928 3.0061 -0.9252
H -1.4985 4.1962 -1.4200
O -2.0301 1.3324 2.4910
H -1.9558 0.9715 1.6076
H -2.8648 0.9967 2.8179
O -0.7520 -2.1352 -2.7397
H -1.2689 -2.8664 -2.4015
H -0.5182 -1.6271 -1.9630
O 1.7923 0.8430 -2.9897
H 2.4067 1.0655 -3.6892
H 1.4969 -0.0423 -3.2025
O 1.2912 -3.4115 0.7451
H 2.0718 -3.0074 1.1240
H 1.6288 -4.1273 0.2067
O -1.1991 -1.2753 3.4274
H -1.6675 -0.4412 3.4607
H -1.0368 -1.4223 2.4955
*
```

gap between HOMO and LUMO (spin up / spin down) = 8.44 / 3.25 eV
energy relative to the best compared isomer or geometry (same formula, charge and spin) = 0.0 kcal per mole
calculated total energy = -2575.418733 Eh



A molecular structure, CH25O11. Source: the OMol25 dataset; level of theory: the ωB97M-V functional and the def2-TZVPD basis.

ORCA input file:
```
! wB97M-V def2-TZVPD RIJCOSX def2/J DEFGRID3
* xyz 1 1
O 1.5367 -2.8112 0.1608
H 2.0894 -2.9479 -0.6122
H 0.6101 -3.0277 0.0333
H 1.5569 -1.8775 0.3832
O 2.4116 -0.4659 -1.3874
H 2.6150 -1.3600 -1.6717
H 3.2549 -0.0366 -1.2263
H 1.9326 -0.5056 -0.5564
C 0.4601 -0.0900 -0.0073
O 1.4306 -0.9543 0.4811
H 0.2336 -0.2724 -1.0578
H -0.5079 -0.1781 0.4860
H 0.6276 0.9869 0.0109
O 0.3251 3.2641 -0.6042
H 0.0284 2.5141 -1.1197
H -0.3782 3.4145 0.0274
O 2.0788 0.7893 2.1108
H 1.9915 1.6336 1.6684
H 1.9096 0.1413 1.4269
O -0.5551 0.4907 -2.6831
H -0.6726 -0.4390 -2.8782
H -0.9841 0.6142 -1.8363
O -1.7651 1.4024 -1.0079
H -2.5757 0.8940 -0.9833
H -1.3608 1.2510 -0.1535
O -1.3547 1.5297 1.0449
H -0.7239 2.2194 1.2513
H -2.1567 1.7956 1.4948
O 0.6537 -1.6883 2.2747
H 0.6138 -0.9267 2.8531
H 0.6705 -1.3186 1.3919
O -2.4376 -0.3156 0.7045
H -3.2686 0.0457 1.0128
H -1.7711 0.2543 1.0881
O -1.8923 -1.5124 -0.9181
H -1.7866 -0.9198 -0.1738
H -2.8397 -1.5933 -1.0278
*
```

gap between HOMO and LUMO = 8.72 eV
energy relative to the best compared isomer or geometry (same formula, charge and spin) = 287.3 kcal per mole
calculated total energy = -879.920216 Eh



14 unconnected molecules or ions with the total composition CH29O14. Source: the OMol25 dataset; level of theory: the ωB97M-V functional and the def2-TZVPD basis.

ORCA input file:
```
! wB97M-V def2-TZVPD RIJCOSX def2/J DEFGRID3
* xyz -1 1
C -0.1994 -0.5509 -0.2218
O -0.2192 0.7199 -0.8566
H -1.0839 -1.0510 -0.5224
H -0.1249 -0.2589 0.9266
H 0.4492 -1.1889 -0.6464
O -1.6420 -0.2915 3.4150
H -1.2006 -1.1620 3.2635
H -0.8400 0.3482 3.4252
O 1.8400 -2.5142 1.7739
H 2.4233 -3.1173 1.3134
H 2.3490 -1.7143 1.4969
O 3.0011 -0.7557 -0.0291
H 2.7179 0.1050 0.3429
H 3.8727 -0.4148 -0.2128
O -2.7788 0.7525 -1.1450
H -3.0268 0.8812 -0.1619
H -1.6566 0.4823 -1.1422
O -0.9466 -2.8194 2.2711
H -1.6566 -2.8838 1.6064
H -0.1224 -2.5717 2.0242
O 1.3755 0.0228 -2.8942
H 1.0275 0.2848 -2.0138
H 1.3378 -0.9238 -2.7456
O 2.4130 -2.7361 -2.1876
H 2.4293 -2.5385 -1.3620
H 1.5374 -3.3506 -2.3113
O 0.1930 1.6018 3.1988
H 0.6870 1.5868 2.3458
H -0.0564 2.4496 3.4158
O -2.9561 -2.4481 0.3696
H -2.6315 -1.6497 -0.0013
H -2.9223 -2.9849 -0.3907
O -0.9492 2.9093 0.5889
H -1.7109 2.6858 1.1181
H -0.8024 2.1927 -0.0923
O 0.4699 3.5827 -2.0630
H 0.3081 2.6805 -2.0083
H 0.0245 3.9461 -1.1773
O 1.8279 1.7261 0.7599
H 1.1594 1.5941 0.1505
H 1.9932 2.6049 0.5643
O -2.2455 1.6000 -3.7013
H -2.2285 1.3274 -2.6453
H -1.4362 1.8415 -3.8383
*
```

gap between HOMO and LUMO = 8.78 eV
energy relative to the best compared isomer or geometry (same formula, charge and spin) = 65.6 kcal per mole
calculated total energy = -1108.809377 Eh



CH2BF3 in the gas phase. Source: the OMol25 dataset; level of theory: the ωB97M-V functional and the def2-TZVPD basis.

ORCA input file:
```
! wB97M-V def2-TZVPD RIJCOSX def2/J DEFGRID3
* xyz 0 3
B 0.2214 0.0750 0.1214
C 2.0320 -0.0227 -0.0784
F 2.6550 -1.2461 0.1242
F 2.6290 0.4498 -1.1829
F 2.4543 0.7804 0.9389
H -0.4310 0.2741 -0.8406
H 0.0189 0.0509 1.1982
*
```

gap between HOMO and LUMO (spin up / spin down) = 8.12 / 7.52 eV
energy relative to the best compared isomer or geometry (same formula, charge and spin) = 23.5 kcal per mole
calculated total energy = -363.525647 Eh



2 unconnected molecules or ions with the total composition CH2BNO. Source: the OMol25 dataset; level of theory: the ωB97M-V functional and the def2-TZVPD basis.

ORCA input file:
```
! wB97M-V def2-TZVPD RIJCOSX def2/J DEFGRID3
* xyz 0 1
B 0.8753 -0.7695 0.1315
C 2.2839 -0.9695 -0.0529
N 3.4221 -1.0386 -0.0411
O 0.5395 1.3279 -0.3636
H 0.0073 -1.0119 0.8124
H 0.0402 1.3609 0.3793
*
```

gap between HOMO and LUMO = 8.28 eV
energy relative to the best compared isomer or geometry (same formula, charge and spin) = 108.5 kcal per mole
calculated total energy = -194.015546 Eh



CH2Br2ClP in the gas phase. Source: the OMol25 dataset; level of theory: the ωB97M-V functional and the def2-TZVPD basis.

ORCA input file:
```
! wB97M-V def2-TZVPD RIJCOSX def2/J DEFGRID3
* xyz 0 1
Cl 0.8087 -0.8170 2.0571
C 0.3452 0.2447 0.5619
P -1.0581 -0.4317 -0.3535
Br -1.0944 1.3660 -1.6718
Br -0.2603 -1.9306 -1.8488
H 1.3697 0.4910 0.1876
H -0.1108 1.0775 1.0675
*
```

gap between HOMO and LUMO = 9.91 eV
energy relative to the best compared isomer or geometry (same formula, charge and spin) = 0.4 kcal per mole
SMILES = ClCP(Br)Br
calculated total energy = -5988.907732 Eh



CH2Br2ClP in the gas phase. Source: the OMol25 dataset; level of theory: the ωB97M-V functional and the def2-TZVPD basis.

ORCA input file:
```
! wB97M-V def2-TZVPD RIJCOSX def2/J DEFGRID3
* xyz 0 3
C 0.1401 0.5723 0.0204
P 1.8490 0.2010 0.9091
Cl -0.5055 1.8688 1.0863
Br 2.3598 -1.8536 0.2291
Br 3.1760 1.4474 -0.3932
H 0.2359 0.8827 -1.0789
H -0.3214 -0.4199 0.1997
*
```

gap between HOMO and LUMO (spin up / spin down) = 5.77 / 6.66 eV
energy relative to the best compared isomer or geometry (same formula, charge and spin) = 7.2 kcal per mole
calculated total energy = -5988.758237 Eh



CH2Br2O2S in the gas phase. Source: the OMol25 dataset; level of theory: the ωB97M-V functional and the def2-TZVPD basis.

ORCA input file:
```
! wB97M-V def2-TZVPD RIJCOSX def2/J DEFGRID3
* xyz 0 1
C -0.5867 0.8049 0.9355
O 1.1221 -0.1559 -2.5795
O 0.2629 0.4168 -0.2046
S 1.3226 -0.6508 -1.2751
Br -0.5356 -0.4893 2.3778
Br 0.2082 -2.5650 -1.1232
H -1.6090 0.8902 0.5713
H -0.1846 1.7492 1.2979
*
```

gap between HOMO and LUMO = 9.79 eV
energy relative to the best compared isomer or geometry (same formula, charge and spin) = 17.1 kcal per mole
calculated total energy = -5735.927523 Eh



2 unconnected molecules or ions with the total composition CH2Br2O3. Source: the OMol25 dataset; level of theory: the ωB97M-V functional and the def2-TZVPD basis.

ORCA input file:
```
! wB97M-V def2-TZVPD RIJCOSX def2/J DEFGRID3
* xyz 0 1
O 1.7735 -0.5820 0.0058
C 0.7128 -0.9363 -0.3996
O -0.2746 -1.4132 0.3877
O 0.3353 -0.9038 -1.6664
H -0.0048 -1.4412 1.3153
H -0.5750 -1.2215 -1.7645
Br -1.3952 3.5020 0.0282
Br -0.5721 2.9960 2.0934
*
```

gap between HOMO and LUMO = 8.83 eV
energy relative to the best compared isomer or geometry (same formula, charge and spin) = 0.8 kcal per mole
SMILES = O=C(O)O.BrBr
calculated total energy = -5413.070288 Eh



2 unconnected molecules or ions with the total composition CH2Br3PS. Source: the OMol25 dataset; level of theory: the ωB97M-V functional and the def2-TZVPD basis.

ORCA input file:
```
! wB97M-V def2-TZVPD RIJCOSX def2/J DEFGRID3
* xyz 0 1
C 0.5906 -1.1271 1.3840
P -1.1365 -0.6394 1.5372
S -2.0603 -2.3603 1.6022
Br 0.8110 1.5073 -1.8950
Br -1.5773 0.8194 3.2082
Br -1.8560 0.4560 -0.2012
H 0.9801 -1.3935 2.2846
H 0.8630 -1.6813 0.5736
*
```

gap between HOMO and LUMO (spin up / spin down) = 7.93 / 5.55 eV
energy relative to the best compared isomer or geometry (same formula, charge and spin) = 71.6 kcal per mole
calculated total energy = -8500.825225 Eh